Entry 1:
Here is a molecular structure, C9H27O5 in a non-equilibrium geometry from the OMol25 dataset. Energies are from ωB97M-V/def2-TZVPD.

Structure (XYZ):
```
41
Properties=species:S:1:pos:R:3:forces:R:3:nbo_charge:R:1
C -0.857075 0.049735 0.466190 -0.8 1.7 2.4 -0.328
O -0.069555 -1.036895 0.875690 -1.4 8.9 12.2 -0.737
H -1.614085 0.276335 1.216980 -0.4 -0.7 -0.5 0.156
H -0.277225 0.971185 0.413330 -1.2 -2.1 0.7 0.162
H -1.332485 -0.134525 -0.497210 0.1 0.9 0.4 0.166
C 1.172695 2.824895 0.711340 0.5 0.4 -0.4 -0.636
C 0.649135 2.049095 -0.515550 1.6 1.4 0.7 -0.113
O 1.035345 2.732235 -1.653420 0.4 1.5 -1.7 -0.735
H 0.802865 3.850045 0.692490 -0.3 0.0 0.2 0.190
H 2.256745 2.937965 0.724440 0.2 -0.3 -0.5 0.205
H 0.937005 2.308095 1.641650 0.4 1.3 -0.8 0.217
H -0.432365 1.976205 -0.400910 0.3 0.9 -1.2 0.155
H 1.182665 1.098855 -0.537350 -0.5 -0.4 0.1 0.222
H 0.946575 2.151475 -2.412650 0.0 -0.1 0.1 0.466
C 2.520595 -1.961515 -1.819410 0.3 0.1 -1.5 -0.609
C 1.278055 -1.661825 -1.032870 2.2 -1.1 0.2 -0.092
O 1.658665 -0.847735 0.017710 8.7 1.2 -3.9 -0.791
H 2.401465 -2.855855 -2.431010 0.0 -0.3 0.0 0.172
H 3.441615 -2.043455 -1.242250 -0.3 -0.2 0.4 0.202
H 2.721295 -1.174625 -2.546480 0.1 0.4 -0.1 0.168
H 0.830705 -2.577665 -0.646590 0.9 -0.1 -0.3 0.197
H 0.472225 -1.237135 -1.631530 1.4 0.2 -0.3 0.127
H 0.838085 -0.528015 0.399850 0.4 -0.1 1.0 0.453
C -1.593595 -3.009725 -2.370720 -1.2 0.8 -0.6 -0.627
C -1.484055 -1.787295 -1.416880 -0.2 -3.1 -1.3 -0.072
O -0.867155 -2.225275 -0.281450 -7.9 -9.2 -7.9 -0.760
H -0.645145 -3.421175 -2.716050 0.2 0.0 0.7 0.202
H -2.085835 -2.776075 -3.314760 -0.3 0.4 -0.3 0.167
H -2.245415 -3.754675 -1.914340 0.4 -0.3 0.2 0.197
H -2.419295 -1.278675 -1.182930 -0.8 -0.3 -0.5 0.138
H -0.840225 -1.052035 -1.899550 -0.7 0.4 -0.9 0.111
H -0.710045 -1.430945 0.234270 -1.1 -2.2 0.1 0.434
C -1.441365 2.162525 2.401600 -0.2 0.4 0.5 -0.651
C -0.259725 1.275305 2.757790 -0.3 -1.3 1.0 -0.096
O -0.617505 -0.034605 3.265420 -0.2 1.0 0.2 -0.696
H -2.047905 2.304795 3.296010 -0.2 0.0 0.1 0.194
H -2.067485 1.748705 1.611140 0.1 0.5 0.3 0.219
H -1.083975 3.154125 2.123920 0.0 0.0 -0.1 0.211
H 0.312485 1.787715 3.531170 0.3 0.1 0.0 0.153
H 0.372875 1.079235 1.892070 -0.5 -0.7 1.3 0.216
H -0.839565 0.091195 4.190870 -0.1 0.0 0.1 0.443
```
Positions in Å, forces in eV/Å.

LUMO level: 3.235 eV
Charge: -1
Energy relative to the best compared isomer or geometry (same formula, charge and spin): 132.7 kcal/mol
Gap between HOMO and LUMO: 6.10 eV

=====

Entry 2:
Here is a molecular structure, C9H28Ag2FO9 in a non-equilibrium geometry from the OMol25 dataset. Energies are from ωB97M-V/def2-TZVPD.

Structure (XYZ):
```
49
Properties=species:S:1:pos:R:3:forces:R:3:nbo_charge:R:1
Ag 6.222175 10.163724 -11.234254 -0.2 0.1 0.0 0.928
Ag 8.937216 9.278523 -12.394126 0.6 0.2 -0.1 0.929
F 7.546218 11.091938 -12.882094 0.1 0.1 -0.1 -0.928
C 8.638088 13.240397 -16.031574 -0.1 -0.9 0.4 -0.254
O 8.792128 11.973019 -15.352842 0.2 0.1 -0.1 -0.756
H 7.901053 13.843986 -15.506508 0.1 0.3 -0.1 0.179
H 9.619209 13.706880 -16.049819 -0.1 0.3 0.0 0.180
H 8.309722 13.053622 -17.052116 0.0 0.1 0.0 0.180
H 8.134453 11.859215 -14.661921 -0.2 0.1 -0.1 0.473
C 12.543305 11.025478 -12.004581 0.5 -0.1 -0.1 -0.092
C 11.469268 11.953675 -12.448116 -0.6 0.3 0.2 -0.086
O 10.342972 11.170154 -12.832846 -0.3 -0.6 0.1 -0.810
O 12.199601 10.423707 -10.758441 0.0 -0.1 -0.1 -0.734
H 13.468179 11.593323 -11.876411 0.0 -0.1 0.0 0.191
H 12.704041 10.271910 -12.781374 0.1 0.0 0.1 0.178
H 11.763589 12.562330 -13.303667 0.2 0.1 0.1 0.189
H 11.202651 12.587239 -11.594369 0.0 0.1 -0.2 0.187
H 9.587396 11.711273 -13.087149 0.2 0.3 -0.1 0.508
H 12.090823 9.482423 -10.908615 -0.1 -0.1 0.1 0.481
C 5.458814 8.983011 -15.387215 -0.1 -0.7 -0.4 -0.107
C 4.469776 9.586383 -14.434570 1.0 -0.1 0.3 -0.095
O 5.145794 10.360134 -13.407353 -0.1 -0.4 0.3 -0.806
O 6.204186 7.903909 -14.810350 0.2 0.2 0.0 -0.706
H 6.137196 9.716191 -15.834312 0.0 0.1 0.1 0.182
H 4.878724 8.527885 -16.194241 0.1 0.1 -0.1 0.205
H 3.997878 8.749482 -13.922478 -0.6 0.2 -0.1 0.187
H 3.807255 10.236073 -14.999055 -0.3 0.0 0.3 0.204
H 6.078367 10.477666 -13.652579 0.0 0.5 -0.2 0.504
H 6.241074 8.012799 -13.856515 -0.1 0.0 0.0 0.448
C 7.756373 14.801597 -12.349129 -0.1 -0.7 -0.6 -0.099
C 7.942194 14.259623 -10.962104 -0.2 0.2 0.7 -0.096
O 8.558430 12.964689 -11.038405 -0.2 -0.2 0.4 -0.771
O 6.662337 14.117290 -12.973055 -0.1 0.1 0.0 -0.726
H 8.669261 14.584432 -12.916391 0.1 0.4 0.0 0.172
H 7.516478 15.859556 -12.393144 0.1 0.1 0.2 0.206
H 6.957800 14.206828 -10.482725 0.0 -0.2 0.0 0.179
H 8.555282 14.866229 -10.296781 0.3 0.1 -0.3 0.200
H 7.941735 12.367346 -11.483586 0.0 0.2 -0.6 0.481
H 6.913062 13.209518 -13.180830 0.1 0.0 0.0 0.468
C 9.390499 8.294162 -9.455071 0.6 -0.3 -0.1 -0.099
C 9.282623 9.746881 -9.165358 0.6 1.1 -0.4 -0.117
O 8.408476 10.383189 -10.139667 -0.1 -0.4 0.4 -0.847
O 10.246702 8.136839 -10.627320 -0.8 0.0 -0.2 -0.784
H 8.392410 7.876039 -9.617829 0.2 -0.3 0.0 0.179
H 9.938153 7.789235 -8.662971 -0.5 0.0 0.4 0.214
H 10.286348 10.162453 -9.319820 -0.1 0.1 0.1 0.236
H 8.962623 10.007824 -8.160120 -0.2 -0.4 0.1 0.206
H 8.654784 11.327757 -10.194471 0.0 0.1 0.0 0.536
H 10.527058 7.214618 -10.660865 -0.1 0.0 -0.1 0.502
```
Positions in Å, forces in eV/Å.

LUMO level: -4.534 eV
Charge: +1
Gap between HOMO and LUMO: 8.14 eV

=====

Entry 3:
Here is 6 unconnected molecules or ions with the total composition C9H28ClO9 in a non-equilibrium geometry from the OMol25 dataset. Energies are from ωB97M-V/def2-TZVPD.

Structure (XYZ):
```
47
Properties=species:S:1:pos:R:3:forces:R:3:nbo_charge:R:1
Cl 26.712281 -12.275232 -39.325297 -1.1 0.4 -3.7 2.582
O 25.657430 -13.246164 -39.568781 -0.1 0.1 1.2 -0.888
O 26.204269 -10.929935 -39.454117 -1.1 0.7 1.9 -0.893
O 27.445232 -12.518062 -38.153847 0.1 -0.3 2.0 -0.835
O 27.574806 -12.336167 -40.451658 2.0 -1.2 -1.4 -0.924
C 28.882134 -15.254710 -41.320131 -0.4 0.6 0.9 -0.635
C 30.140970 -14.982646 -40.534372 -0.3 0.2 -0.5 -0.065
O 31.043899 -14.441135 -41.486388 1.1 0.1 0.1 -0.721
H 28.520663 -14.323573 -41.756507 0.3 0.0 -0.1 0.246
H 28.096709 -15.489537 -40.601756 -0.3 -0.8 -0.3 0.205
H 29.107517 -15.970888 -42.110321 -0.4 -0.3 0.2 0.188
H 30.570466 -15.879793 -40.088548 -0.1 -0.3 0.1 0.139
H 29.989192 -14.275411 -39.718970 -0.1 0.2 -0.1 0.187
H 31.671054 -15.143332 -41.673988 0.1 0.2 -0.2 0.454
C 22.928204 -16.242865 -38.317356 0.8 -1.3 -0.3 -0.626
C 23.077568 -15.012880 -37.507143 -0.7 0.7 -0.2 -0.066
O 22.677741 -13.905298 -38.318352 -0.2 0.1 0.7 -0.737
H 23.253802 -17.130996 -37.775766 0.0 -0.1 0.3 0.191
H 23.614301 -16.197057 -39.163086 -0.3 0.0 -0.4 0.210
H 21.890259 -16.413701 -38.603003 0.1 0.2 -0.3 0.206
H 24.076566 -14.865695 -37.096709 0.1 0.0 -0.1 0.176
H 22.363766 -15.102192 -36.688237 0.0 0.5 0.2 0.158
H 23.378355 -13.725366 -38.949505 0.4 0.1 -0.1 0.489
C 26.528420 -10.168722 -43.125148 0.0 1.5 0.3 -0.641
C 27.498602 -9.310150 -42.241567 -0.2 -0.7 -1.3 -0.056
O 28.647386 -10.009782 -41.776212 -1.2 0.6 -0.6 -0.721
H 25.825763 -9.421697 -43.494369 -0.5 0.1 0.1 0.186
H 25.932838 -10.892970 -42.569418 0.4 -0.3 -0.1 0.222
H 26.962442 -10.512858 -44.063923 0.4 -0.6 0.4 0.198
H 26.907752 -8.865316 -41.440867 0.1 -0.1 0.3 0.158
H 27.813838 -8.493700 -42.891289 0.4 0.1 0.1 0.148
H 28.202022 -10.751175 -41.359564 0.6 -0.8 0.7 0.491
C 26.560357 -16.194558 -37.424177 1.5 -0.2 -0.5 -0.646
C 27.863096 -17.091038 -37.487886 -2.0 1.2 -0.1 -0.057
O 27.896331 -17.904108 -36.353818 0.9 -0.6 0.9 -0.725
H 26.672912 -15.476275 -36.612077 0.2 0.1 -0.1 0.216
H 25.621641 -16.708096 -37.216351 0.2 -0.5 -0.4 0.189
H 26.531714 -15.653491 -38.369971 -0.5 0.2 0.1 0.231
H 28.700460 -16.393830 -37.516393 0.2 -0.2 0.4 0.181
H 27.948648 -17.690182 -38.394415 -0.3 0.0 -0.2 0.149
H 27.164391 -18.523702 -36.398083 0.0 0.1 -0.1 0.459
C 28.740931 -9.232034 -37.485570 -0.2 -0.4 -0.7 -0.259
O 28.689268 -9.490327 -38.906727 0.5 0.2 1.6 -0.730
H 28.329670 -10.055701 -36.902003 -0.4 -0.1 -0.1 0.171
H 29.759071 -9.179055 -37.099978 0.2 0.5 -0.5 0.163
H 28.167153 -8.324037 -37.300052 0.2 0.2 0.5 0.152
H 27.838097 -9.926031 -38.991983 -0.3 -0.2 -0.6 0.485
```
Positions in Å, forces in eV/Å.

LUMO level: 2.666 eV
Charge: -1
Energy relative to the best compared isomer or geometry (same formula, charge and spin): 34.3 kcal/mol
Gap between HOMO and LUMO: 9.15 eV

=====

Entry 4:
Here is a molecular structure, C9H28F9O17Pt2S3 in a non-equilibrium geometry from the OMol25 dataset. Energies are from ωB97M-V/def2-TZVPD.

Structure (XYZ):
```
68
Properties=species:S:1:pos:R:3:forces:R:3:mulliken_spin:R:1
Pt 2.726146 2.878279 -0.992092 -1.6 -0.2 0.7 1.635
Pt -2.374508 3.753515 -0.338260 1.8 0.0 0.4 1.616
C -0.390229 -0.520555 0.167726 -0.4 0.5 0.4 0.020
F -1.511387 -0.855569 0.767929 -0.3 0.1 -0.1 0.002
F 0.570910 -1.290635 0.604647 0.7 0.0 0.1 0.001
F -0.494130 -0.646318 -1.144812 -0.1 0.2 -0.3 -0.001
S 0.009555 1.249809 0.628103 1.1 0.9 2.0 0.026
O 1.163383 1.547714 -0.226259 0.0 -0.9 -0.2 0.086
O -1.143757 2.104353 0.309533 -0.6 -0.9 -0.1 0.080
O 0.336352 1.228212 2.046930 -0.6 -0.2 -1.6 0.011
C -0.582005 3.032486 -4.404868 0.0 1.8 0.3 0.024
F 0.244535 3.356410 -5.380207 0.4 -0.7 0.0 0.002
F -1.775736 3.487046 -4.746300 -0.4 -0.1 0.3 0.002
F -0.633106 1.755542 -4.143422 0.1 -0.5 -0.1 0.001
S 0.005049 4.000261 -2.887504 1.3 0.5 0.3 0.020
O -1.139079 3.971012 -1.970733 -1.2 -0.1 -0.5 0.104
O 1.082464 3.161601 -2.315984 -0.1 -0.3 -1.2 0.079
O 0.393281 5.310848 -3.270448 -0.2 -0.4 -0.4 0.013
C 1.156846 5.990066 2.109690 -1.3 0.2 -0.5 0.027
F 0.297365 6.883671 2.567264 -0.1 0.1 0.1 0.002
F 2.313112 6.561048 1.902308 0.5 -0.1 0.0 0.004
F 1.242180 4.992696 2.962578 0.3 -0.3 0.1 0.002
S 0.516300 5.394820 0.438649 1.7 0.8 -2.3 0.022
O 0.581546 6.500870 -0.481215 -0.2 -0.8 1.2 0.001
O 1.463083 4.290230 0.110524 -0.2 0.5 0.8 0.073
O -0.838888 4.870145 0.671305 -0.9 -0.1 1.0 0.109
O 3.844085 1.014791 -0.674711 0.6 0.0 -0.2 0.041
H 4.727243 0.732635 -0.957638 -0.1 0.3 -0.1 -0.002
H 3.458534 0.254158 -0.208941 -0.4 0.3 -0.1 -0.004
O -2.706697 -2.708871 -1.215096 0.0 0.1 -0.1 0.000
H -1.752003 -2.611009 -1.285735 0.0 -0.2 0.0 0.000
H -3.040431 -1.810407 -1.132575 -0.1 -0.1 0.0 0.000
O 1.120925 -1.190221 3.781282 -0.1 0.6 -0.3 0.000
H 2.017190 -0.959289 4.050522 -0.1 -0.1 0.1 0.000
H 0.800966 -0.418498 3.285319 0.1 -0.2 0.3 0.000
O 1.689883 2.277403 4.667706 0.1 -0.1 -0.2 0.000
H 1.204805 1.971472 3.892067 0.0 0.1 0.1 0.000
H 1.879997 3.204222 4.492048 0.0 -0.1 0.1 0.000
O 0.381004 -3.589944 2.528727 -0.2 0.4 0.3 0.000
H 0.510834 -3.356689 1.608745 0.1 -0.3 -0.3 0.000
H 0.453835 -2.743828 3.012452 0.2 -0.5 -0.1 0.000
O 1.265683 -3.765761 -0.580922 -0.1 0.4 0.2 0.000
H 1.231992 -4.341630 -1.350947 0.0 0.0 0.1 0.000
H 1.490636 -2.889998 -0.933377 0.0 -0.5 -0.2 0.000
C 0.654685 -2.345840 -4.141395 -0.8 -0.6 0.0 0.000
C 1.947396 -1.641111 -3.768443 -1.0 -0.2 -0.1 0.000
C 1.807745 -0.139129 -3.786158 1.9 0.9 -0.6 -0.001
O 2.397884 -2.030566 -2.465671 0.4 0.1 0.1 0.000
H 0.376587 -2.204039 -5.188161 0.3 0.1 -0.1 0.000
H -0.241091 -2.034794 -3.593252 0.3 0.4 0.3 0.000
H 0.681087 -3.427093 -3.978647 0.4 0.0 -0.1 0.000
H 2.722165 -1.942989 -4.481806 -0.2 0.2 -0.1 0.000
H 2.845979 0.221869 -3.862025 0.0 0.2 0.0 0.000
H 1.455854 0.382366 -2.896491 -0.7 -0.6 0.0 0.003
H 1.366485 0.240700 -4.707350 -0.4 -0.1 0.2 0.000
H 3.154308 -2.608200 -2.605089 -0.1 -0.1 0.3 0.000
C -2.956975 -2.406841 3.471498 0.7 0.6 0.0 0.000
C -3.793669 -3.678264 3.421946 -0.4 0.1 0.0 0.000
C -3.233834 -4.798606 2.540689 -0.5 0.3 -0.3 0.000
O -3.922753 -4.187264 4.749191 -0.1 0.2 0.3 0.000
H -1.909118 -2.585316 3.220567 -0.1 -0.2 -0.2 0.000
H -2.913398 -1.889278 4.432412 -0.4 -0.6 0.3 0.000
H -3.347104 -1.615988 2.823634 0.0 -0.3 -0.4 0.000
H -4.798645 -3.385389 3.088753 0.1 -0.1 -0.2 0.000
H -2.887723 -4.464155 1.559949 0.3 0.2 0.2 0.000
H -4.017892 -5.519023 2.291551 0.0 -0.1 0.3 0.000
H -2.462380 -5.299437 3.121189 0.2 0.0 -0.3 0.000
H -4.723357 -4.717707 4.789097 0.1 -0.1 0.0 0.000
```
Positions in Å, forces in eV/Å.

LUMO level (spin up / spin down): -6.356 / -7.260 eV
2S+1: 5
Charge: +1
⟨S²⟩: 6.006
Gap between HOMO and LUMO (spin up / spin down): 4.76 / 3.86 eV

=====

What is the formula in the third record? C9H28ClO9

=====

charge of number 2 (C9H28Ag2FO9)? +1